No. 1
Molecular formula: C29H54P2SiSn
Method: DFT, ωB97M-V with the def2-TZVPD basis set

The relative energy (zero: lowest compared OMol25 entry of this formula, charge and spin) comes out at 0.0 kcal/mol. As for the strongest force on any atom: 3.03 eV/Å. The charge is +2. As for the HOMO-LUMO gap (alpha / beta): 5.113 / 5.282 eV.

Each line ends with the Löwdin charge.
CARTESIAN COORDINATES (ANGSTROEM)
1 Sn 0.248 -0.178 -0.680  1.08
2 C -2.531 1.793 -0.081  -0.17
3 C -2.802 0.823 -1.088  -0.18
4 C -2.804 -0.257 0.944  -0.17
5 C -2.594 1.135 1.173  -0.13
6 C -2.933 -0.460 -0.459  -0.20
7 C -2.278 3.231 -0.290  0.01
8 H -1.971 3.435 -1.318  0.09
9 H -1.493 3.604 0.378  0.08
10 H -3.192 3.806 -0.089  0.12
11 C -2.317 1.720 2.494  0.01
12 H -2.311 2.816 2.469  0.10
13 H -1.326 1.387 2.839  0.06
14 H -3.052 1.380 3.238  0.11
15 C -2.776 -1.292 1.999  0.01
16 H -3.630 -1.185 2.689  0.12
17 H -1.833 -1.214 2.572  0.07
18 H -2.834 -2.295 1.559  0.09
19 C -3.234 -1.738 -1.144  0.00
20 H -4.325 -1.839 -1.282  0.13
21 H -2.889 -2.606 -0.567  0.08
22 H -2.770 -1.784 -2.138  0.06
23 C -2.994 1.121 -2.516  0.01
24 H -3.892 1.748 -2.646  0.13
25 H -3.151 0.213 -3.109  0.07
26 H -2.147 1.669 -2.960  0.08
27 C 1.705 0.522 -3.056  -0.23
28 C 0.612 1.315 -3.212  -0.21
29 C -0.059 1.485 -4.545  -0.16
30 C -0.975 0.335 -5.066  -0.16
31 C -1.027 -0.926 -4.239  -0.12
32 C 0.051 -1.701 -4.079  -0.12
33 C 1.348 -1.413 -4.794  -0.16
34 C 2.248 -0.290 -4.203  -0.17
35 H 0.731 1.658 -5.299  0.12
36 H -0.623 0.081 -6.084  0.12
37 H -0.665 2.410 -4.508  0.12
38 H 2.487 0.419 -5.019  0.13
39 H 2.393 0.576 -2.197  0.06
40 H 0.223 1.982 -2.429  0.06
41 H 3.201 -0.748 -3.886  0.11
42 H 1.938 -2.349 -4.817  0.12
43 H 0.002 -2.670 -3.574  0.09
44 H 1.130 -1.137 -5.844  0.12
45 H -2.001 0.728 -5.177  0.11
46 H -2.029 -1.253 -3.932  0.09
47 P 2.015 1.975 0.504  0.76
48 C 1.524 2.796 2.058  -0.24
49 H 2.387 3.319 2.495  0.07
50 H 1.183 2.007 2.741  0.00
51 H 0.701 3.502 1.873  0.05
52 C 3.744 1.480 0.856  -0.25
53 H 4.273 2.334 1.308  0.06
54 H 4.236 1.184 -0.084  0.05
55 H 3.732 0.631 1.558  0.05
56 C 2.200 3.375 -0.654  -0.27
57 H 2.518 3.002 -1.638  0.04
58 H 2.955 4.062 -0.249  0.06
59 H 1.231 3.889 -0.741  0.04
60 P 1.254 -2.656 -0.239  0.71
61 C -0.044 -3.724 -0.923  -0.25
62 H 0.411 -4.659 -1.275  0.07
63 H -0.543 -3.224 -1.765  0.01
64 H -0.794 -3.939 -0.148  0.06
65 C 2.750 -2.904 -1.246  -0.24
66 H 2.522 -2.770 -2.318  0.04
67 H 3.127 -3.926 -1.073  0.07
68 H 3.520 -2.173 -0.942  0.06
69 C 1.614 -3.269 1.432  -0.24
70 H 1.791 -4.357 1.384  0.07
71 H 0.762 -3.054 2.097  0.04
72 H 2.510 -2.767 1.835  0.07
73 C -1.137 0.539 5.491  -0.19
74 Si 0.391 -0.299 4.742  0.45
75 C 1.839 0.586 5.556  -0.19
76 C 0.397 -2.017 5.517  -0.19
77 C 0.428 -0.221 2.859  -0.24
78 C 0.436 -0.134 1.603  -0.42
79 H -1.159 0.437 6.590  0.05
80 H -2.083 0.113 5.120  0.02
81 H -1.152 1.620 5.284  0.03
82 H 1.781 0.442 6.647  0.05
83 H 2.817 0.206 5.233  0.03
84 H 1.821 1.667 5.373  0.03
85 H -0.531 -2.566 5.311  0.03
86 H 1.239 -2.639 5.187  0.03
87 H 0.476 -1.929 6.613  0.05

No. 2
Molecular formula: C29H55As3CaClN6O4PS
Method: DFT, ωB97M-V with the def2-TZVPD basis set

The relative energy (zero: lowest compared OMol25 entry of this formula, charge and spin) comes out at 0.0 kcal/mol. As for the strongest force on any atom: 0.39 eV/Å. As for the HOMO-LUMO gap: 8.626 eV.

Each line ends with the Löwdin charge.
CARTESIAN COORDINATES (ANGSTROEM)
1 Ca -0.011 -0.490 -0.563  0.82
2 C 7.342 3.821 -2.558  -0.05
3 C 6.033 3.085 -2.479  -0.28
4 C 5.813 1.944 -3.249  -0.04
5 C 4.619 1.249 -3.171  -0.05
6 C 3.623 1.689 -2.308  -0.28
7 C 3.818 2.826 -1.540  -0.07
8 C 5.018 3.518 -1.632  -0.04
9 S 2.148 0.720 -2.132  0.48
10 O 1.221 1.564 -1.355  -0.47
11 O 1.712 0.378 -3.470  -0.31
12 N 2.432 -0.494 -1.210  -0.29
13 C 2.857 -1.768 -1.754  -0.20
14 C 1.984 -2.856 -1.111  -0.63
15 O 2.525 -3.876 -0.625  -0.02
16 O 0.745 -2.623 -1.068  -0.18
17 H 7.705 3.870 -3.585  0.08
18 H 8.108 3.316 -1.965  0.08
19 H 7.248 4.838 -2.181  0.07
20 H 6.586 1.603 -3.928  0.11
21 H 4.448 0.374 -3.786  0.12
22 H 3.024 3.164 -0.887  0.10
23 H 5.164 4.414 -1.041  0.11
24 H 3.903 -2.001 -1.526  0.10
25 H 2.721 -1.826 -2.841  0.12
26 C 0.314 2.675 2.365  -0.32
27 As -1.033 1.698 1.330  1.07
28 C -2.285 1.335 2.783  -0.33
29 C -1.772 3.347 0.516  -0.35
30 C -3.049 3.354 -0.349  -0.68
31 C -3.442 4.835 -0.491  -0.11
32 C -2.775 2.845 -1.776  -0.34
33 As -2.183 0.995 -2.138  1.09
34 C -1.791 1.326 -4.022  -0.31
35 C -3.861 0.029 -2.350  -0.33
36 C -4.172 2.570 0.351  -0.38
37 As -6.056 3.121 0.074  1.12
38 C -6.774 1.758 1.291  -0.35
39 C -6.546 2.191 -1.583  -0.35
40 H -0.137 3.502 2.915  0.03
41 H 1.068 3.061 1.679  0.02
42 H 0.789 1.991 3.067  0.00
43 H -2.651 2.253 3.244  0.03
44 H -1.751 0.746 3.530  0.02
45 H -3.109 0.732 2.410  -0.01
46 H -0.941 3.731 -0.087  0.08
47 H -1.914 4.051 1.343  0.07
48 H -2.593 5.415 -0.862  0.09
49 H -3.747 5.252 0.471  0.08
50 H -4.272 4.966 -1.188  0.06
51 H -1.975 3.454 -2.207  0.08
52 H -3.659 3.006 -2.403  0.07
53 H -2.585 1.911 -4.487  0.03
54 H -1.688 0.374 -4.542  0.03
55 H -0.841 1.853 -4.093  0.02
56 H -4.571 0.590 -2.957  0.01
57 H -4.281 -0.202 -1.373  -0.01
58 H -3.632 -0.917 -2.841  0.03
59 H -4.075 2.726 1.430  0.05
60 H -4.062 1.494 0.188  0.06
61 H -6.527 2.019 2.320  0.01
62 H -6.364 0.774 1.063  0.02
63 H -7.859 1.725 1.196  0.01
64 H -6.060 2.652 -2.442  0.01
65 H -7.624 2.292 -1.710  0.01
66 H -6.290 1.134 -1.543  0.00
67 Cl -2.134 -1.607 0.517  -0.19
68 C 3.944 1.515 2.456  -0.03
69 N 3.703 0.179 1.922  -0.17
70 C 4.740 -0.365 1.044  -0.03
71 C 2.444 -0.163 1.710  -0.27
72 N 1.338 -0.471 1.578  0.12
73 H 4.885 1.504 3.004  0.09
74 H 3.142 1.787 3.138  0.08
75 H 4.005 2.258 1.656  0.09
76 H 5.659 -0.456 1.623  0.09
77 H 4.907 0.286 0.182  0.09
78 H 4.433 -1.340 0.686  0.08
79 C 1.255 -5.966 1.703  -0.14
80 N 0.671 -4.759 1.039  -0.10
81 C -0.626 -5.134 0.363  -0.12
82 N -1.533 -5.747 1.292  -0.15
83 C -0.903 -6.898 1.921  -0.18
84 N 0.338 -6.572 2.625  -0.15
85 C 0.087 -5.712 3.788  -0.35
86 P -0.710 -4.075 3.381  1.02
87 C 0.441 -3.634 2.000  -0.32
88 C -2.035 -4.787 2.283  -0.34
89 H 2.169 -5.652 2.208  0.14
90 H 1.508 -6.669 0.907  0.14
91 H 1.381 -4.425 0.293  0.09
92 H -0.370 -5.831 -0.436  0.15
93 H -1.038 -4.218 -0.057  0.10
94 H -0.671 -7.633 1.147  0.13
95 H -1.601 -7.344 2.630  0.13
96 H 1.034 -5.537 4.305  0.08
97 H -0.557 -6.253 4.485  0.08
98 H 1.411 -3.298 2.366  0.09
99 H -0.018 -2.840 1.412  -0.01
100 H -2.523 -3.960 1.766  0.02
101 H -2.781 -5.285 2.906  0.09

| no. | energy (a.u.) |
| --- | --- |
| 1 | -2323.22202 |
| 2 | -10352.31848 |